[1]
This record from the Open Molecules 2025 dataset describes the molecule C6H12 in a non-equilibrium geometry. The level of theory is ωB97M-V/def2-TZVPD.

Geometry as XYZ:
```
18
Properties=species:S:1:pos:R:3:nbo_charge:R:1
C 1.954 -1.441 0.394 -0.60
C 1.127 -0.331 -0.275 -0.39
C 0.411 0.678 0.648 -0.40
C -0.913 1.224 0.111 -0.23
C -1.415 0.685 -1.171 -0.42
C -2.023 0.205 0.114 -0.43
H 2.827 -1.098 0.946 0.20
H 2.323 -2.141 -0.363 0.21
H 1.369 -2.043 1.102 0.20
H 0.375 -0.877 -0.852 0.19
H 1.711 0.235 -1.020 0.20
H 0.080 0.146 1.543 0.20
H 1.106 1.484 0.926 0.21
H -1.274 2.191 0.479 0.22
H -0.806 -0.064 -1.715 0.22
H -2.059 1.373 -1.716 0.22
H -1.746 -0.743 0.571 0.20
H -3.048 0.516 0.276 0.21
```

LUMO   1.241 eV
Energy relative to the best compared isomer or geometry (same formula, charge and spin)   37.2 kcal/mol
Structure (SMILES)   CCCC1CC1
HOMO energy   -0.360 Ha
Strongest force on any atom   1.35 eV/A
Kohn-Sham gap   11.032 eV


[2]
This record from the Open Molecules 2025 dataset describes the molecule C6H12 in a non-equilibrium geometry. The level of theory is ωB97M-V/def2-TZVPD.

Geometry as XYZ:
```
18
Properties=species:S:1:pos:R:3:nbo_charge:R:1
C -1.648 0.524 0.547 -0.66
C -1.325 -0.957 0.699 -0.39
C 0.199 -1.293 0.387 -0.42
C 0.813 -0.397 -0.684 -0.19
C 1.979 0.512 -0.532 -0.43
C 0.731 1.267 -0.728 -0.46
H -0.789 0.918 -0.003 0.25
H -1.709 1.082 1.487 0.20
H -2.492 0.760 -0.107 0.20
H -1.501 -1.325 1.716 0.20
H -1.954 -1.550 0.022 0.20
H 0.196 -2.354 0.079 0.22
H 0.788 -1.246 1.315 0.20
H 0.673 -0.818 -1.687 0.21
H 2.351 0.586 0.485 0.21
H 2.715 0.590 -1.311 0.21
H 0.445 1.643 -1.706 0.22
H 0.528 2.057 0.020 0.23
```

LUMO   1.220 eV
Energy relative to the best compared isomer or geometry (same formula, charge and spin)   62.3 kcal/mol
Structure (SMILES)   CCCC1CC1
HOMO energy   -0.329 Ha
Strongest force on any atom   1.53 eV/A
Kohn-Sham gap   10.170 eV


[3]
This record from the Open Molecules 2025 dataset describes a structure of composition C6H12 in a non-equilibrium geometry. The level of theory is ωB97M-V/def2-TZVPD.

Geometry as XYZ:
```
18
Properties=species:S:1:pos:R:3:lowdin_charge:R:1
C 1.297 -0.095 -1.541 -0.11
C 1.690 -0.212 -0.080 -0.29
C 0.481 -0.746 0.808 -0.17
C -0.696 0.148 0.450 -0.36
C -0.318 1.618 0.433 -0.05
C -2.179 -0.354 0.424 -0.07
H 0.919 -1.057 -1.895 0.07
H 0.512 0.675 -1.564 0.05
H 2.094 0.157 -2.271 0.08
H 1.672 0.808 0.334 0.06
H 2.651 -0.628 0.313 0.12
H 0.763 -0.422 1.799 0.11
H 0.513 -1.785 0.456 0.12
H -0.978 1.144 1.519 0.17
H -0.728 2.084 -0.522 0.03
H -2.321 -1.063 1.250 0.08
H -2.588 -0.787 -0.550 0.10
H -2.785 0.513 0.635 0.05
```

LUMO   0.099 eV
Energy relative to the best compared isomer or geometry (same formula, charge and spin)   158.0 kcal/mol
HOMO energy   -0.272 Ha
Strongest force on any atom   3.34 eV/A
Kohn-Sham gap   7.507 eV


[4]
This record from the Open Molecules 2025 dataset describes a cluster of 2 separate species, C6H12BN2O4 in total. The level of theory is ωB97M-V/def2-TZVPD.

Geometry as XYZ:
```
25
Properties=species:S:1:pos:R:3:nbo_charge:R:1
O 2.474 0.676 1.007 -0.92
B 1.769 1.034 -0.100 1.20
O 2.118 0.628 -1.370 -0.92
C 0.524 2.050 0.055 -0.83
C -0.755 1.325 -0.184 0.08
C -0.904 0.028 0.249 -0.23
C -2.090 -0.642 0.009 0.08
N -3.049 0.001 -0.631 -0.22
N -2.991 1.250 -1.058 -0.18
C -1.875 1.905 -0.849 0.49
O -1.855 3.128 -1.360 -0.61
H 2.379 -0.227 1.338 0.53
H 1.642 -0.120 -1.739 0.51
H 0.640 2.890 -0.630 0.26
H 0.508 2.435 1.079 0.28
H -0.070 -0.474 0.726 0.28
H -2.283 -1.663 0.300 0.25
H -3.927 -0.460 -0.836 0.44
H -1.344 3.742 -0.817 0.51
C 1.735 -3.022 0.522 -0.26
O 1.178 -2.147 1.516 -0.76
H 2.546 -2.482 0.040 0.19
H 2.141 -3.925 0.976 0.20
H 0.995 -3.302 -0.231 0.17
H 0.491 -2.627 1.987 0.48
```

Charge   +1
LUMO   -4.917 eV
HOMO energy   -0.524 Ha
Strongest force on any atom   0.68 eV/A
Kohn-Sham gap   9.347 eV


[5]
This record from the Open Molecules 2025 dataset describes a structure of composition C6H12BrMoN2 in a non-equilibrium geometry. The level of theory is ωB97M-V/def2-TZVPD.

Geometry as XYZ:
```
22
Properties=species:S:1:pos:R:3:nbo_charge:R:1
C 0.463 -0.946 -2.572 -0.99
Mo -1.191 -0.849 -0.858 0.85
N -0.783 -2.786 0.095 -1.00
H -0.082 -1.787 -1.964 0.20
H 0.159 -2.851 0.468 0.40
H -2.490 -1.020 0.268 -0.30
H 0.685 -1.627 -3.414 0.28
H 1.398 -0.557 -2.154 0.26
H -0.038 -0.153 -3.184 0.27
H -1.405 -2.799 0.911 0.42
H -0.943 -3.658 -0.394 0.40
Br 1.647 0.992 3.882 0.16
C 0.911 1.329 2.208 -0.13
C 0.746 2.650 1.790 -0.16
C 0.120 2.894 0.549 -0.20
C -0.372 1.829 -0.200 0.01
N -0.198 0.542 0.236 -0.44
C 0.517 0.282 1.376 0.03
H 1.102 3.469 2.394 0.26
H -0.011 3.896 0.151 0.25
H -0.919 1.921 -1.155 0.21
H 0.687 -0.770 1.569 0.21
```

Charge   +1
LUMO (alpha / beta)   -3.512 / -3.922 eV
Multiplicity   3
Energy relative to the best compared isomer or geometry (same formula, charge and spin)   2.0 kcal/mol
HOMO energy (alpha / beta)   -0.407 / -0.386 Ha
Strongest force on any atom   2.46 eV/A
Kohn-Sham gap (alpha / beta)   7.576 / 6.582 eV


[6]
This record from the Open Molecules 2025 dataset describes a structure of composition C6H12CdOP in a non-equilibrium geometry. The level of theory is ωB97M-V/def2-TZVPD.

Geometry as XYZ:
```
21
Properties=species:S:1:pos:R:3:nbo_charge:R:1
C 1.288 0.814 -1.760 -0.86
C 0.771 0.044 -2.736 -0.33
C 0.298 -1.284 -2.559 -0.48
C 0.417 -2.197 -1.479 -0.34
C 0.869 -1.883 -0.243 -0.93
Cd -0.220 -0.004 -0.407 1.28
P 0.858 2.472 1.007 0.04
H 1.856 1.743 -1.956 0.15
H 0.679 0.393 -3.789 0.14
H -0.182 -1.704 -3.432 0.17
H 1.213 -2.643 0.476 0.15
H 0.105 -3.225 -1.756 0.14
H -0.190 2.882 1.912 -0.04
H 0.986 3.756 0.371 -0.02
H 1.926 2.639 1.969 -0.04
C -1.673 -0.514 2.717 -0.26
O -1.531 0.121 1.429 -0.80
H -1.115 -1.460 2.712 0.21
H -2.744 -0.680 2.883 0.17
H -1.250 0.166 3.467 0.17
H -2.363 0.565 1.174 0.47
```

Charge   -1
LUMO (alpha / beta)   3.020 / 3.018 eV
Energy relative to the best compared isomer or geometry (same formula, charge and spin)   24.7 kcal/mol
HOMO energy (alpha / beta)   -0.031 / -0.031 Ha
Strongest force on any atom   2.32 eV/A
Kohn-Sham gap (alpha / beta)   3.871 / 3.872 eV


[7]
This record from the Open Molecules 2025 dataset describes a structure of composition C6H12ClN in a non-equilibrium geometry. The level of theory is ωB97M-V/def2-TZVPD.

Geometry as XYZ:
```
20
Properties=species:S:1:pos:R:3:nbo_charge:R:1
C -1.332 -0.006 1.541 -0.63
C -0.973 0.034 -0.080 -0.10
C -2.106 -0.603 -0.779 -0.63
C 0.483 -0.535 -0.218 -0.27
C 1.683 -0.159 -1.205 -0.41
C 1.967 -0.232 0.179 -0.05
H -1.228 -1.126 2.040 0.23
H -2.387 0.399 1.523 0.21
H -0.600 0.907 1.883 0.23
H -2.388 0.167 -1.952 0.24
H -1.503 -1.902 -1.176 0.23
H -3.243 -0.555 -0.137 0.25
H 0.423 -1.616 -0.017 0.21
H 1.779 -0.960 -1.879 0.22
H 1.493 0.873 -1.537 0.22
H 2.437 -1.014 0.742 0.22
H 2.192 1.909 -0.221 0.37
H 1.869 1.503 1.334 0.34
N 2.428 1.151 0.428 -0.83
Cl -0.993 1.763 -0.470 -0.07
```

LUMO   0.640 eV
Energy relative to the best compared isomer or geometry (same formula, charge and spin)   161.2 kcal/mol
HOMO energy   -0.324 Ha
Strongest force on any atom   5.83 eV/A
Kohn-Sham gap   9.457 eV